(1)
A 10-piece molecular cluster, C32H68NO20P overall in a non-equilibrium geometry, computed with ωB97M-V/def2-TZVPD.

Results
HOMO energy ... 1.10 eV
LUMO energy ... 3.37 eV
HOMO-LUMO gap ... 2.27 eV
Charge ... -2
Total energy ... -3160.61272 hartree

Cartesian coordinates (Å):
P1 54.795 55.226 30.545
O1 56.181 55.181 22.446
O2 52.521 52.694 25.820
O3 51.567 57.069 24.039
O4 55.433 54.669 31.927
O5 57.690 52.119 26.328
O6 51.792 58.615 27.784
O7 59.191 52.395 28.106
O8 48.526 54.201 30.456
O9 56.056 60.393 31.023
O10 51.617 54.658 26.466
O11 54.247 54.279 29.490
O12 54.667 53.317 22.411
O13 54.457 61.951 30.839
O14 55.666 57.161 25.712
O15 55.766 56.122 29.861
O16 50.470 59.032 24.207
O17 50.265 59.123 29.561
O18 57.616 58.028 26.444
O19 53.720 56.314 30.692
O20 49.349 52.275 30.357
N1 53.620 56.409 27.805
C1 57.370 57.821 27.836
C2 51.872 53.751 25.614
C3 50.903 59.404 28.394
C4 53.930 51.222 27.188
C5 52.204 57.485 22.726
C6 50.641 57.853 24.563
C7 46.225 55.049 31.114
C8 58.666 58.291 28.465
C9 57.028 58.108 24.136
C10 58.303 60.613 31.966
C11 55.383 54.127 24.503
C12 47.205 53.864 30.923
C13 53.851 51.896 20.711
C14 57.096 53.677 28.184
C15 58.436 51.050 25.629
C16 49.907 57.188 25.678
C17 57.660 50.501 24.504
C18 56.952 61.269 31.695
C19 51.395 53.875 24.182
C20 56.671 57.634 25.484
C21 50.470 57.896 30.259
C22 49.557 57.796 31.528
C23 54.103 59.808 29.751
C24 50.805 54.105 29.801
C25 52.999 52.428 27.218
C26 58.121 52.609 27.574
C27 52.519 56.316 21.772
C28 55.449 54.271 23.052
C29 49.479 53.423 30.148
C30 50.522 60.855 27.833
C31 54.548 53.241 21.037
C32 54.926 60.824 30.598
H1 51.047 54.751 30.539
H2 50.432 56.995 29.665
H3 53.020 58.224 22.649
H4 56.342 58.922 23.979
H5 52.894 56.161 28.572
H6 55.515 53.255 20.563
H7 49.258 57.787 26.183
H8 50.888 53.034 23.778
H9 56.998 53.335 29.176
H10 58.160 58.308 23.942
H11 54.319 58.764 29.902
H12 53.273 55.744 22.183
H13 52.244 54.307 23.408
H14 52.785 56.892 20.756
H15 54.487 56.867 28.331
H16 50.822 61.573 28.776
H17 58.225 49.690 24.164
H18 49.409 56.236 25.684
H19 49.497 58.612 32.361
H20 58.570 50.246 26.397
H21 52.249 52.061 27.930
H22 56.511 61.629 32.818
H23 55.264 53.014 24.968
H24 54.461 54.520 24.884
H25 49.464 60.890 27.751
H26 57.175 62.072 30.977
H27 54.596 51.125 26.340
H28 54.149 60.071 28.583
H29 53.952 53.932 20.950
H30 56.189 53.436 27.623
H31 45.257 54.645 31.278
H32 53.124 56.884 27.186
H33 57.183 56.801 27.903
H34 57.225 54.583 27.886
H35 56.753 57.385 23.318
H36 54.421 50.977 20.803
H37 51.641 55.656 21.566
H38 51.519 58.087 30.581
H39 46.186 55.561 30.151
H40 56.849 49.967 24.725
H41 54.313 51.311 28.206
H42 48.477 57.920 31.159
H43 57.533 51.370 23.892
H44 53.464 50.310 27.174
H45 50.512 56.966 26.562
H46 58.834 61.373 32.443
H47 51.654 58.215 22.327
H48 57.894 59.705 32.610
H49 56.235 54.597 25.082
H50 53.935 55.244 27.644
H51 53.171 51.568 21.548
H52 58.955 60.149 31.194
H53 51.751 53.306 29.888
H54 59.310 51.641 25.600
H55 49.632 56.872 32.027
H56 53.319 51.960 19.764
H57 46.382 55.559 31.924
H58 58.927 58.988 27.842
H59 59.372 57.563 28.589
H60 50.935 54.539 28.779
H61 50.666 54.626 24.110
H62 56.609 58.536 27.989
H63 50.912 60.879 26.755
H64 46.873 53.117 30.193
H65 53.741 53.162 27.660
H66 53.026 59.845 30.113
H67 47.390 53.644 31.878
H68 58.351 58.488 29.485


(2)
C32H70AsBF6MgO22 as an isolated structure in a non-equilibrium geometry, computed with ωB97M-V/def2-TZVPD.

Results
HOMO energy ... -8.18 eV
LUMO energy ... -2.40 eV
HOMO-LUMO gap ... 5.78 eV
Total energy ... -5976.52686 hartree

Cartesian coordinates (Å):
As1 3.892 -3.423 -25.783
Mg1 5.346 -0.331 -27.415
F1 2.258 -3.337 -26.267
F2 3.637 -4.912 -25.018
F3 4.420 -1.950 -26.701
F4 4.284 -4.302 -27.183
F5 3.549 -2.482 -24.386
F6 5.538 -3.474 -25.273
O1 -2.070 -6.854 -27.781
O2 9.749 -5.842 -27.189
O3 5.795 -7.613 -26.305
O4 3.331 -5.753 -33.153
O5 8.064 -5.051 -25.689
O6 0.976 -1.725 -21.383
O7 7.679 0.702 -21.800
O8 -0.884 -0.992 -23.804
O9 9.711 -3.132 -29.317
O10 5.025 -7.050 -21.696
O11 6.991 -6.104 -24.025
O12 4.751 0.772 -25.944
O13 3.742 -0.181 -28.672
O14 6.819 -0.654 -26.145
O15 1.185 0.392 -27.798
O16 4.794 -5.411 -31.034
O17 11.629 -5.012 -28.134
O18 5.970 -1.183 -20.627
O19 6.353 -8.723 -23.185
O20 8.269 -4.206 -27.992
O21 7.363 -6.426 -27.423
O22 0.318 -7.586 -26.238
C1 -0.235 -6.307 -26.214
C2 3.487 -5.906 -30.767
C3 4.978 -8.903 -23.225
C4 5.499 -5.171 -29.845
C5 8.784 -0.166 -21.600
C6 -1.746 -8.117 -28.378
C7 4.627 -0.957 -20.903
C8 8.057 -1.361 -26.271
C9 0.661 -2.451 -20.224
C10 0.490 -1.353 -23.686
C11 -0.219 0.475 -27.712
C12 1.679 -0.963 -27.744
C13 6.775 0.046 -24.899
C14 3.859 0.735 -29.786
C15 1.441 -7.699 -25.379
C16 7.008 -9.634 -24.019
C17 10.460 -4.973 -27.894
C18 2.890 -6.487 -32.040
C19 6.699 -6.821 -26.335
C20 9.465 -3.963 -28.516
C21 6.529 -0.174 -19.835
C22 -1.274 0.108 -22.967
C23 2.672 -1.153 -28.850
C24 2.463 -5.971 -34.255
C25 5.373 0.588 -24.661
C26 7.213 -5.931 -25.173
C27 0.747 -2.356 -22.614
C28 -0.992 -6.036 -27.513
C29 3.533 1.512 -25.815
C30 4.232 -7.674 -22.635
C31 4.435 -5.825 -21.301
C32 6.910 1.025 -20.669
B1 8.326 -5.384 -27.095
H1 2.357 -7.050 -34.417
H2 1.897 -8.685 -25.402
H3 4.295 -1.742 -21.572
H4 4.030 -0.986 -19.980
H5 5.768 0.123 -19.094
H6 3.061 1.606 -26.788
H7 -2.344 0.045 -22.803
H8 -0.544 1.476 -27.995
H9 3.529 -6.611 -29.932
H10 4.583 -9.832 -22.783
H11 7.523 0.846 -24.838
H12 9.562 0.290 -20.970
H13 1.284 -3.345 -20.115
H14 8.488 -1.144 -21.225
H15 7.057 -0.572 -24.043
H16 -0.225 -6.034 -28.302
H17 0.481 -5.469 -26.208
H18 4.467 1.603 -29.518
H19 7.331 -0.565 -19.207
H20 6.544 -4.978 -30.085
H21 -1.034 1.045 -23.490
H22 0.605 -1.864 -24.662
H23 1.809 -6.587 -31.876
H24 -0.900 -6.199 -25.345
H25 -0.680 0.095 -22.052
H26 -1.196 -7.966 -29.311
H27 5.495 -6.044 -29.186
H28 4.409 0.258 -30.604
H29 1.517 -3.057 -22.971
H30 4.372 0.032 -21.315
H31 9.274 -0.234 -22.573
H32 2.140 -1.081 -29.794
H33 8.244 -2.052 -25.441
H34 -0.394 -2.744 -20.191
H35 5.995 1.481 -21.043
H36 2.873 1.036 -30.121
H37 -2.700 -8.609 -28.541
H38 -1.370 -5.014 -27.411
H39 1.497 -5.511 -34.037
H40 4.039 -7.001 -23.481
H41 -0.705 -0.252 -28.363
H42 -0.552 0.356 -26.673
H43 0.849 -1.668 -27.673
H44 5.105 -4.295 -29.319
H45 8.083 -9.480 -23.956
H46 3.239 -8.050 -22.331
H47 4.631 -8.892 -24.275
H48 -1.149 -8.687 -27.667
H49 7.448 1.727 -20.016
H50 6.692 -9.537 -25.063
H51 4.386 -5.177 -22.180
H52 3.150 -2.123 -28.723
H53 3.272 -7.509 -32.195
H54 2.220 -6.984 -25.662
H55 8.110 -1.957 -27.178
H56 1.247 -0.584 -23.908
H57 0.878 -1.769 -19.403
H58 2.139 -1.027 -26.750
H59 1.069 -7.480 -24.370
H60 6.787 -10.666 -23.703
H61 8.937 -0.709 -26.182
H62 -0.146 -2.995 -22.544
H63 2.828 1.024 -25.137
H64 5.371 1.554 -24.149
H65 4.789 -0.041 -23.987
H66 3.703 2.507 -25.395
H67 5.066 -5.392 -20.534
H68 2.911 -5.014 -30.456
H69 2.937 -5.546 -35.135
H70 3.452 -6.060 -20.871